C40H44BiBrN8O2PS2 | the ωB97M-V functional and the def2-TZVPD basis

```
99
Properties=species:S:1:pos:R:3
Bi 0.2540 0.1142 -1.1086
Br 4.9424 4.2923 -0.8112
C 3.6731 3.1185 -1.6066
C 2.8337 3.5888 -2.6072
C 1.9104 2.7591 -3.1950
C 1.7725 1.4040 -2.8424
O 0.8863 0.5961 -3.3931
C 2.7109 0.9457 -1.8427
C 2.8233 -0.5365 -1.5176
N 2.3493 -1.0652 -0.4554
C 2.3197 -2.4889 -0.4466
C 3.0381 -3.2192 0.4550
C 2.9411 -4.6277 0.4671
C 2.1395 -5.2931 -0.4130
C 1.3751 -4.5732 -1.3622
C 0.5409 -5.1711 -2.3378
C -0.1295 -4.3866 -3.2323
C 0.0082 -2.9844 -3.1486
N 0.7510 -2.3962 -2.2515
C 1.4430 -3.1657 -1.3713
C 3.6298 1.8057 -1.2333
H 2.8976 4.6193 -2.9324
H 1.3152 3.1832 -3.9781
H 3.2764 -1.1338 -2.3149
H 3.6685 -2.7060 1.1684
H 3.5183 -5.1848 1.1937
H 2.0872 -6.3750 -0.3943
H 0.4520 -6.2503 -2.3813
H -0.7627 -4.8200 -3.9948
H -0.5153 -2.3264 -3.8369
H 4.3123 1.4130 -0.4910
C -3.4365 -0.2281 -0.4806
C -4.7545 -0.9235 -0.0508
N -4.4824 -2.2786 0.4057
C -3.8569 -3.0247 -0.6758
C -2.5359 -2.3286 -1.1169
N -2.2909 -1.1185 -0.3253
C -2.2259 -1.4915 1.1049
C -3.5480 -2.1937 1.5336
H -3.2784 0.6776 0.1082
H -3.4878 0.1403 -1.5026
H -5.4690 -0.9470 -0.8792
H -5.2304 -0.3713 0.7620
H -4.5532 -3.0981 -1.5155
H -3.6563 -4.0440 -0.3376
H -2.5845 -2.0584 -2.1765
H -1.6972 -3.0154 -0.9843
H -2.0378 -0.5997 1.6987
H -1.3771 -2.1584 1.2615
H -4.0209 -1.6459 2.3496
H -3.3442 -3.2014 1.9020
S -0.8094 -0.0206 4.9909
P 0.8939 0.0651 3.9590
S 0.5639 0.1122 1.9967
C 1.8805 1.5198 4.4565
C 2.2386 1.6883 5.7921
C 2.9991 2.7794 6.1801
C 3.4045 3.7157 5.2348
C 3.0435 3.5558 3.9055
C 2.2827 2.4588 3.5157
C 2.0078 -1.3225 4.4166
C 1.6711 -2.2382 5.4024
C 2.5419 -3.2741 5.7275
C 3.7567 -3.3970 5.0706
C 4.0999 -2.4813 4.0804
C 3.2292 -1.4533 3.7564
H 1.9087 0.9632 6.5275
H 3.2701 2.9048 7.2216
H 3.9941 4.5727 5.5386
H 3.3466 4.2869 3.1656
H 1.9856 2.3293 2.4807
H 0.7161 -2.1385 5.9052
H 2.2643 -3.9878 6.4942
H 4.4334 -4.2051 5.3225
H 5.0454 -2.5743 3.5574
H 3.4854 -0.7433 2.9765
C -2.5192 2.8640 -1.3665
N -3.4625 3.8308 -1.9585
C -4.3310 3.1248 -2.8948
N -3.5613 2.4880 -3.9659
C -2.6206 1.5379 -3.3653
N -1.7293 2.1897 -2.4004
C -1.0042 3.2159 -3.1291
N -1.8947 4.2176 -3.7420
C -2.6912 4.8356 -2.6895
C -2.7899 3.5225 -4.6529
H -3.0601 2.1384 -0.7676
H -1.8460 3.3745 -0.6801
H -5.0420 3.8284 -3.3374
H -4.9123 2.3703 -2.3588
H -2.0214 1.0772 -4.1574
H -3.1613 0.7164 -2.8985
H -0.4621 2.7292 -3.9258
H -0.3201 3.7149 -2.4468
H -3.3643 5.5784 -3.1291
H -2.0372 5.3619 -1.9913
H -2.2075 3.0608 -5.4548
H -3.4707 4.2419 -5.1181
O -0.3394 1.6379 -0.1099
```

The value obtained for the HOMO-LUMO gap is 5.73 eV. For the relative energy (zero: lowest compared OMol25 entry of this formula, charge and spin), the calculation gives 390.9 kJ/mol. The net charge is -1. The calculation puts the HOMO energy at -4.06 eV. Its total energy is -165050.8698 eV. Its molecular weight is 1052.838 g/mol. Its lowest unoccupied orbital energy is 1.673 eV.

C5H6F2 | the ωB97M-V functional and the def2-TZVPD basis

```
13
Properties=species:S:1:pos:R:3
C -1.2130 0.5246 -0.4793
C 0.2267 0.5117 0.0102
C 0.8691 1.6925 0.0406
C 0.7590 -0.8182 0.4236
C 0.0866 -1.9773 0.3955
H -1.9236 0.1952 0.3692
H -1.5343 1.4772 -0.8797
H 0.4950 2.6608 -0.4060
H 1.8092 -0.7659 0.8111
H 0.5486 -2.9163 0.6543
H -0.8779 -2.0607 -0.0538
F -1.3817 -0.4362 -1.4913
F 2.1363 1.9125 0.6055
```

The value obtained for the HOMO-LUMO gap is 9.95 eV. For the relative energy (zero: lowest compared OMol25 entry of this formula, charge and spin), the calculation gives 39.1 kJ/mol. The net charge is 0. The calculation puts the HOMO energy at -9.29 eV. Its total energy is -10715.4867 eV. Its molecular weight is 104.099 g/mol. The SMILES is C=C/C(=C\F)CF. Its lowest unoccupied orbital energy is 0.662 eV.

C30H38N7O8S3W | the ωB97M-V functional and the def2-TZVPD basis

```
87
Properties=species:S:1:pos:R:3
W 0.8095 -1.6063 -1.3084
O 0.1347 1.9296 -3.2929
C -0.0106 0.7698 -3.0318
O 0.9652 -0.1127 -2.6758
C -1.4641 0.1228 -3.0616
C -1.4874 -1.2839 -3.5719
C -2.9021 -1.6202 -3.7878
C -3.4914 -2.0118 -2.3838
C -2.3982 -1.5707 -1.4507
O -1.1551 -2.0360 -2.2614
C -2.1539 -0.0894 -1.5408
C -1.2878 0.4410 -0.3684
O -1.5362 1.4390 0.3446
O -0.2739 -0.3549 -0.1382
H -2.0706 0.8127 -3.6093
H -0.7619 -1.5172 -4.3555
H -2.9330 -2.5234 -4.4579
H -3.4943 -0.8032 -4.3164
H -3.7329 -3.0764 -2.2659
H -4.3983 -1.4015 -2.2154
H -2.2903 -2.0133 -0.4744
H -3.0650 0.4907 -1.5339
O 1.9298 -2.8394 -2.3350
N 3.2321 -3.1104 -1.8191
C 3.7378 -4.2646 -2.3219
C 5.0124 -4.7154 -1.9397
C 5.7480 -3.9222 -1.0803
C 5.2821 -2.6539 -0.7320
C 3.9816 -2.2425 -1.0576
S 3.1795 -0.8053 -0.5027
H 3.2061 -4.7418 -3.0983
H 5.4340 -5.6580 -2.2253
H 6.6949 -4.2548 -0.6248
H 5.6843 -2.0364 0.1034
C -4.8285 -0.9161 2.7885
C -4.5247 -1.9773 1.7135
N -5.5114 -2.0869 0.7191
O -3.5518 -2.7203 1.7388
H -3.8689 -0.4584 3.0948
H -5.4012 -1.2230 3.6818
H -5.4399 -0.2076 2.2571
H -6.4097 -1.8012 1.1538
H -5.4996 -2.8782 0.1535
C 2.6092 3.2669 4.3903
C 3.5679 3.6017 3.2559
C 3.0795 4.7429 2.3279
N 1.6840 4.7258 2.0347
C 1.1379 3.6549 1.4030
S 1.9419 2.2723 0.9269
N -0.3214 3.7889 1.2283
C -0.9180 5.0216 0.6933
O -1.6918 5.6373 1.4263
C -0.4905 5.4709 -0.6695
C -0.3369 4.5915 -1.7507
C 0.0524 5.0981 -2.9433
C 0.6452 6.3264 -3.0118
C 0.5635 7.2421 -1.9537
C -0.2089 6.8122 -0.8384
H 2.9851 2.5329 5.0949
H 1.6058 2.9552 4.0351
H 2.4913 4.1546 4.9883
H 3.8852 2.8223 2.5335
H 4.4876 3.9759 3.7129
H 3.6632 4.7596 1.3583
H 3.3710 5.7496 2.7766
H 1.0756 5.4660 2.3959
H -0.7961 2.8803 1.1229
H -0.6187 3.5193 -1.5408
H 0.0062 4.4874 -3.8314
H 1.1097 6.6477 -3.9493
H 1.0990 8.2141 -1.9268
H -0.4331 7.5401 -0.0263
C -2.0774 -6.1898 2.5790
C -1.8507 -5.2539 1.3488
C -0.6086 -4.3987 1.4820
N -0.4683 -3.3888 0.6463
N 0.7381 -2.7369 0.7629
C 1.3660 -3.1186 1.9083
N 2.5382 -2.5857 2.3230
S 0.6416 -4.5192 2.7224
H -2.8447 -5.7087 3.1888
H -1.1225 -6.3125 3.1623
H -2.3214 -7.1901 2.2816
H -2.6695 -4.4971 1.3002
H -1.7475 -5.7810 0.4252
H 2.9101 -1.7606 1.6917
H 3.1812 -2.9878 3.0047
```

The value obtained for the HOMO-LUMO gap (spin up / spin down) is 5.59 / 5.98 eV. For the relative energy (zero: lowest compared OMol25 entry of this formula, charge and spin), the calculation gives 270.7 kJ/mol. The net charge is +1. The calculation puts the HOMO energy (spin up / spin down) at -9.41 / -9.41 eV. Its total energy is -92861.9907 eV. Its expectation value of S² is 2.012. The multiplicity is 3. Its molecular weight is 904.716 g/mol. Its lowest unoccupied orbital energy (spin up / spin down) is -3.816 / -3.425 eV.